[1]
An isolated molecule of CH3NOS2 at a distorted geometry, computed with ωB97M-V/def2-TZVPD.

Output
- relative energy (zero: lowest compared OMol25 entry of this formula, charge and spin) (kJ/mol) = 274.75
- E_HOMO (spin up / spin down) (eV) = -9.76 / -7.93
- 2S+1 = 1
- E_tot (Eh) = -966.1441
- charge = 0
- frontier orbital gap (spin up / spin down) (eV) = 9.2270 / 5.4702

Structure (XYZ):
```
8
Properties=species:S:1:pos:R:3:forces:R:3:mulliken_charge:R:1
C 0.506476 -0.197775 0.262545 -0.726 1.275 2.739 -0.455
N -0.862110 0.340271 0.091903 1.238 3.167 -0.568 -0.292
O -3.110832 1.127413 -0.107634 -2.096 2.313 -0.286 -0.448
S 2.015038 0.840476 -0.060969 -1.757 -0.456 0.397 -0.054
S -2.524003 -0.167815 0.018566 3.296 -1.544 0.306 0.355
H 0.559180 -0.605456 1.317465 0.487 0.387 -1.032 0.309
H 0.682109 -0.966916 -0.383180 0.370 -2.458 -1.775 0.299
H -0.790407 1.426397 -0.018630 -0.812 -2.684 0.218 0.287
```
Forces are in eV/Å.

---

[2]
An isolated ion of composition C14H27N2O2S and charge +1, computed with ωB97M-V/def2-TZVPD.

Output
- relative energy (zero: lowest compared OMol25 entry of this formula, charge and spin) (kJ/mol) = 92.38
- E_HOMO (eV) = -12.80
- 2S+1 = 1
- SMILES = CCCCN[C@@]1(CCCC(=O)OCC)C=[NH+]C[C@@H]1S
- E_tot (Eh) = -1207.5546
- charge = +1
- frontier orbital gap (eV) = 8.3965

Structure (XYZ):
```
46
Properties=species:S:1:pos:R:3:forces:R:3:mulliken_charge:R:1
C 0.555052 1.564659 4.288667 0.012 0.119 0.058 -1.061
C -0.893990 1.091800 4.448170 -0.034 0.053 0.042 -0.569
C -1.334658 0.025989 3.425966 -0.088 -0.040 -0.009 -0.285
C -2.378666 0.536825 2.422919 -0.019 0.000 0.072 -0.860
N -2.404067 -0.214529 1.154769 0.294 0.438 -0.051 -0.293
C -1.479724 0.164428 0.059310 -0.155 -0.172 0.357 1.319
C -1.394170 -1.053332 -0.897644 -0.326 -0.018 -0.085 -1.353
C -1.040936 -0.847555 -2.378836 0.143 -0.152 -0.024 -0.972
C 0.451535 -0.893640 -2.746417 -0.165 0.083 -0.055 -0.375
C 0.932715 -2.333247 -2.823141 -0.105 0.205 0.059 0.567
O 0.451009 -3.205283 -2.160659 -0.162 -0.115 -0.033 -0.517
O 1.875652 -2.597616 -3.743533 0.390 -0.271 0.238 -0.391
C 3.053868 -1.770192 -3.758264 0.014 0.120 -0.223 -0.280
C 3.732666 -1.681232 -2.406417 0.134 0.080 0.031 -0.734
C -2.032425 1.325232 -0.697687 0.135 0.516 -0.140 -1.042
N -1.163112 2.232989 -0.955704 -0.042 -0.124 0.072 0.122
C 0.182033 1.927539 -0.428647 -0.040 0.009 0.486 -0.917
C -0.135118 0.777643 0.550619 0.585 0.103 -0.145 0.014
S 1.252009 -0.377586 0.789880 -0.080 -0.117 -0.005 -0.072
H 0.657014 2.340291 3.519311 -0.006 -0.160 -0.023 0.207
H 1.225364 0.739192 4.037512 -0.055 0.029 0.017 0.282
H 0.919104 2.008652 5.218438 -0.037 0.001 -0.106 0.387
H -1.556880 1.962333 4.373778 0.005 -0.092 0.099 0.341
H -1.030413 0.704358 5.459978 0.031 -0.014 -0.098 0.374
H -0.467346 -0.355562 2.883923 0.020 -0.036 0.090 0.144
H -1.756318 -0.836164 3.949362 0.050 0.029 -0.146 0.495
H -3.369853 0.389002 2.858428 0.048 0.159 -0.038 0.450
H -2.264164 1.624438 2.281750 0.027 -0.051 -0.050 0.314
H -3.351720 -0.170795 0.793871 0.079 -0.405 -0.040 0.367
H -0.715489 -1.780517 -0.451874 -0.100 0.008 0.036 0.571
H -2.398985 -1.487405 -0.852461 0.159 -0.048 0.004 0.393
H -1.492287 0.062519 -2.790211 0.044 -0.001 0.048 0.480
H -1.512506 -1.673537 -2.917244 -0.044 0.139 0.029 0.472
H 1.071024 -0.386010 -2.002581 -0.030 0.048 -0.110 0.075
H 0.612254 -0.420932 -3.718386 0.026 0.030 0.105 0.370
H 2.808674 -0.778721 -4.157884 0.038 -0.073 0.051 0.249
H 3.717073 -2.265055 -4.468115 -0.135 0.077 0.004 0.341
H 4.698184 -1.183439 -2.533454 -0.083 -0.039 0.037 0.404
H 3.916178 -2.675501 -1.996187 -0.053 0.049 -0.028 0.288
H 3.156445 -1.100287 -1.678189 0.026 -0.132 -0.093 0.023
H -3.074018 1.437147 -0.994170 0.161 -0.015 -0.107 0.443
H -1.344964 3.092050 -1.462967 -0.185 -0.048 -0.035 0.287
H 0.563622 2.800989 0.103828 -0.029 -0.041 -0.117 0.436
H 0.877648 1.692211 -1.234608 -0.234 -0.132 -0.112 0.374
H -0.278699 1.253542 1.518745 -0.269 -0.073 -0.073 -0.048
H 2.161382 0.334307 0.116060 0.055 0.074 0.013 0.179
```
Forces are in eV/Å.

---

[3]
C4H5NO2 as an isolated structure, computed with ωB97M-V/def2-TZVPD.

Output
- relative energy (zero: lowest compared OMol25 entry of this formula, charge and spin) (kJ/mol) = 452.11
- E_HOMO (eV) = -8.14
- 2S+1 = 1
- E_tot (Eh) = -360.4972
- charge = 0
- frontier orbital gap (eV) = 7.9350

Structure (XYZ):
```
12
Properties=species:S:1:pos:R:3:forces:R:3:mulliken_charge:R:1
N 0.369098 0.848250 1.124857 0.041 0.066 0.101 -0.138
C 0.041856 0.073217 -0.088934 0.085 -0.016 0.114 -0.056
C -1.272154 -0.004768 -0.792907 -0.163 0.059 -0.051 -0.353
C -0.815076 -1.208358 -0.011315 -0.058 0.081 -0.191 -0.969
O 0.275197 -1.806406 -0.981707 0.048 -0.063 -0.051 -0.268
C 1.076551 -0.795848 -0.668968 0.347 0.121 0.098 0.735
O 2.285166 -0.706567 -0.648241 -0.469 -0.028 0.029 -0.640
H 0.096501 1.833415 1.090917 0.066 -0.164 -0.055 0.380
H 1.388100 0.788290 1.263014 -0.119 -0.009 -0.055 0.372
H -2.090406 0.536058 -0.317723 0.106 -0.134 -0.044 0.305
H -1.251698 0.059908 -1.879973 0.016 -0.025 0.152 0.231
H -0.103137 0.382811 1.910982 0.102 0.112 -0.046 0.401
```
Forces are in eV/Å.

---

[4]
C33H34N4O8S as an isolated structure at a distorted geometry, computed with ωB97M-V/def2-TZVPD.

Output
- E_HOMO (eV) = -8.20
- 2S+1 = 1
- E_tot (Eh) = -2496.7974
- charge = 0
- frontier orbital gap (eV) = 6.4395

Structure (XYZ):
```
80
Properties=species:S:1:pos:R:3:forces:R:3:mulliken_charge:R:1
C 8.396300 -2.088611 -0.300842 -0.182 0.030 0.293 -0.554
O 7.043663 -1.840483 0.153570 0.754 0.212 -1.370 -0.373
C 6.433452 -0.862921 -0.702635 -0.633 0.993 0.257 -0.331
C 6.723322 0.618053 -0.188650 -1.102 -0.028 -0.156 -0.573
C 5.980800 1.712563 -1.100221 0.204 -0.592 0.880 -0.745
C 4.438824 1.656792 -0.674193 0.229 1.191 -0.179 -0.449
C 3.430743 1.859134 -1.884028 0.552 -0.545 -0.192 -1.113
C 2.190965 0.908567 -1.888194 -1.873 -1.109 -0.023 0.279
C 1.466599 0.418753 -0.725567 -0.211 -0.070 -0.965 0.348
N 1.878397 0.789558 0.606149 -0.711 1.107 -1.529 -0.275
C 0.237852 -0.516863 -0.802400 0.131 0.132 -4.574 0.052
N -0.433059 -1.019196 0.378061 0.082 0.554 -1.235 0.304
C -1.140147 -2.298884 0.149151 -0.418 -0.856 -0.449 -0.854
C -1.300413 -0.019494 1.003786 -0.434 0.669 1.862 0.316
C -2.499499 0.705346 0.304874 0.407 0.651 -0.338 -0.688
O -1.081018 0.246880 2.179158 -0.303 -0.354 -1.625 -0.543
C -0.239978 -0.891515 -2.140180 1.343 0.990 0.721 -0.187
C 0.454866 -0.413015 -3.405275 1.166 0.663 0.557 -0.148
N 0.149850 -0.683438 -4.721940 1.798 1.343 1.799 -0.623
S 1.318481 0.112129 -5.638882 -0.301 -0.105 2.032 0.073
N 2.276257 0.841876 -4.464890 -2.829 -1.885 1.572 -0.642
C 1.680866 0.474402 -3.259208 0.069 -0.009 0.188 0.788
H 8.883273 -2.749449 0.465121 -0.396 0.755 -0.718 0.237
H 8.399569 -2.633870 -1.297712 -0.004 0.749 1.028 0.237
H 8.918462 -1.086597 -0.372550 -0.191 -1.275 -0.058 0.241
H 5.318520 -1.052317 -0.651707 1.206 0.238 -0.052 0.159
H 6.723753 -0.955508 -1.789642 0.002 -0.151 1.024 0.315
H 6.196753 0.685649 0.815886 0.976 -0.042 -0.941 0.182
H 7.814395 0.836673 -0.044622 -0.967 -0.323 -0.275 0.429
H 6.443626 2.723737 -0.878752 -0.702 -1.098 -0.248 0.317
H 6.141430 1.530913 -2.200295 -0.247 -0.030 1.028 0.362
H 4.296430 2.536610 0.031789 0.064 -1.220 -0.527 0.306
H 4.221246 0.719356 -0.094819 0.228 0.932 -0.747 0.409
H 4.013058 1.618983 -2.828730 -0.858 0.239 0.996 0.425
H 3.166798 2.957670 -1.985889 -0.037 -1.279 0.170 0.299
H 1.095253 0.817477 1.262509 0.231 -0.383 -0.401 -0.017
H 2.178908 1.773709 0.529809 0.255 -0.724 0.490 0.214
H -2.084909 -2.194688 -0.476673 0.926 0.007 0.782 0.310
H -0.460100 -2.995360 -0.426743 -0.644 0.866 0.770 0.349
H -1.399569 -2.788206 1.125775 0.262 0.643 -0.837 0.291
H -3.480636 0.455220 0.812610 1.234 -0.039 -0.667 0.025
H -2.537289 0.584330 -0.810157 -0.110 -0.252 1.171 0.247
H -2.354575 1.815231 0.493570 -0.032 -1.295 -0.088 0.338
H -1.139338 -1.537571 -2.312378 1.070 0.777 0.458 0.171
C 2.694091 2.618910 5.465077 0.044 0.036 0.207 -0.470
C 2.320855 2.007034 6.587538 0.122 0.182 -0.088 -0.445
C 1.467568 0.796804 6.555342 -0.110 -0.171 0.193 0.277
O 1.125262 0.239845 7.578824 0.059 0.091 -0.110 -0.552
C 1.047636 0.293437 5.228355 -0.008 0.003 -0.195 -0.552
C 1.421304 0.905427 4.106600 -0.020 -0.086 0.100 0.154
C 2.273430 2.114316 4.138537 0.055 0.047 -0.199 0.594
O 2.615998 2.672470 3.113381 -0.072 -0.025 0.102 -0.537
H 3.316681 3.504840 5.469185 -0.004 -0.005 -0.041 0.423
H 2.619633 2.361580 7.566082 -0.028 -0.038 0.010 0.405
H 0.424789 -0.592078 5.222957 -0.005 0.015 0.017 0.451
H 1.122540 0.551265 3.131343 -0.028 -0.076 0.153 0.378
C -3.260921 -1.706717 -4.659166 0.085 0.027 -0.163 -0.146
C -3.720874 -2.569836 -5.563654 0.129 0.131 0.079 -0.418
C -4.939459 -3.371749 -5.310243 -0.067 -0.182 -0.225 0.322
O -5.358318 -4.159930 -6.132949 0.040 0.101 0.120 -0.550
C -5.628026 -3.176311 -4.013441 -0.036 0.080 0.206 -0.388
C -5.168215 -2.313489 -3.109076 -0.148 -0.109 0.038 -0.465
C -3.949939 -1.512354 -3.363662 -0.009 0.068 -0.002 0.277
O -3.530195 -0.722303 -2.538289 -0.076 -0.127 -0.046 -0.463
H -2.370226 -1.112518 -4.827492 0.027 -0.020 0.025 0.408
H -3.230248 -2.724415 -6.516445 -0.027 -0.023 0.004 0.438
H -6.517604 -3.770187 -3.845364 0.011 -0.011 -0.037 0.427
H -5.658823 -2.158604 -2.155568 0.008 0.030 0.005 0.532
C -8.395378 0.979056 1.295771 -0.080 0.198 0.073 -0.340
C -8.182295 1.997185 2.127884 -0.138 -0.099 -0.173 -0.356
C -7.010482 2.017361 3.032813 0.032 0.240 0.187 0.349
O -6.816551 2.943639 3.792515 -0.022 -0.128 -0.107 -0.541
C -6.084220 0.863132 2.975812 0.112 -0.214 -0.068 -0.366
C -6.298060 -0.154801 2.143538 0.142 0.098 0.148 -0.334
C -7.469564 -0.174579 1.238917 -0.047 -0.210 -0.174 0.393
O -7.663201 -1.102030 0.478189 0.054 0.112 0.066 -0.559
H -9.246873 0.947199 0.627786 0.022 -0.043 -0.012 0.416
H -8.848713 2.848875 2.181773 0.037 0.010 0.035 0.408
H -5.232235 0.894765 3.643623 -0.016 0.043 0.013 0.440
H -5.631548 -1.006861 2.089462 -0.038 -0.021 -0.022 0.484
```
Forces are in eV/Å.